Here is an isolated molecule of C30H42O8 from OMol25. Energies are from wB97M-V/def2-TZVPD.

Geometry as XYZ:
```
80
Properties=species:S:1:pos:R:3:forces:R:3:lowdin_charge:R:1
H -4.48975 0.95630 -1.69753 0.2 0.0 0.0 0.16
H 2.44801 -1.33648 2.88858 0.0 -0.1 0.0 0.12
C -3.03737 -0.83179 0.62004 0.0 0.2 0.8 -0.30
H 0.91509 0.88507 -2.48946 0.0 0.1 -0.1 0.12
C -2.42575 0.45768 -2.16499 -0.1 0.1 0.0 -0.10
H 1.94203 -1.80738 1.27635 0.0 -0.1 0.0 0.09
C -0.59641 2.61975 1.61492 0.2 0.2 -0.1 -0.11
C -3.83706 -1.73427 1.58875 0.2 -0.2 -0.6 -0.25
O 7.45784 -2.95105 -1.22809 -0.2 0.2 0.2 0.10
C -2.12398 2.58484 -0.24679 -0.1 0.2 0.0 -0.18
H -2.21407 -4.00413 1.23488 0.0 0.1 0.0 0.17
H -2.53972 3.56590 1.61377 0.0 0.0 0.0 0.12
C 4.12775 -2.08834 -0.27423 0.4 -0.2 -0.2 0.00
H 1.55708 2.24905 3.12403 0.0 0.0 0.0 0.10
C -2.83814 -3.70961 0.38388 -0.3 0.6 0.1 -0.29
H 4.09956 2.48105 1.11709 0.1 0.1 0.0 0.09
O -3.13230 -4.87214 -0.34233 -0.1 -0.3 -0.2 0.00
H -2.83352 -0.01360 -3.06186 0.0 -0.1 0.0 0.13
H -2.68784 0.06122 1.15562 -0.1 -0.2 -0.1 0.15
C 2.21167 0.37736 -0.87029 0.0 0.3 0.0 -0.10
H -1.03548 1.70162 2.01226 0.0 0.0 0.1 0.12
H -0.94717 1.53413 -3.28768 0.0 0.1 -0.1 0.11
C 3.77043 2.04445 0.17930 -0.2 -0.1 0.1 0.00
H -2.63528 -2.52068 -1.40675 0.1 0.0 0.1 0.16
H -0.18710 -2.58447 -1.55308 0.1 0.1 -0.1 0.08
H 1.67401 -0.55139 -0.68088 -0.1 -0.2 0.0 0.11
H -2.42458 2.43809 -2.97326 0.0 0.1 -0.1 0.13
H -3.94127 1.96638 0.58641 0.0 0.1 0.2 0.13
O -3.89469 -0.46298 -0.42897 -0.1 -0.2 0.0 -0.06
C -4.14375 -3.06849 0.89565 0.6 -0.1 0.6 -0.26
C 1.04735 0.05648 1.94342 0.1 0.1 0.0 -0.07
H 0.70323 0.20772 2.96771 -0.1 0.0 0.0 0.12
H -1.71940 -0.23706 -1.71479 0.0 0.0 0.0 0.10
C -1.70428 1.74442 -2.53188 0.0 -0.2 0.2 -0.12
C 5.11813 -2.75984 -0.90165 -0.3 0.1 0.1 0.03
C -1.70911 3.41896 0.92183 -0.1 -0.2 0.2 -0.11
C 0.05399 1.60983 -0.64370 0.2 0.2 -0.2 -0.20
H 1.75348 2.27310 -1.80187 0.0 0.1 -0.1 0.12
C 6.51022 -2.41734 -0.70813 0.3 -0.4 -0.4 -0.46
H -0.79723 -4.23152 -1.28983 0.0 -0.1 -0.1 0.09
C -3.22456 1.84368 -0.21672 -0.2 -0.1 -0.1 0.01
C 3.40038 -0.18283 1.31578 0.0 0.1 -0.1 -0.21
H -4.81410 -2.11565 -0.66017 0.0 0.0 0.0 0.09
H -0.08091 -3.32532 0.05298 0.1 0.0 0.1 0.08
C 1.60004 1.38103 1.37345 -0.3 -0.1 -0.5 -0.40
H -3.97477 -4.71632 -0.79586 0.1 0.0 0.0 0.10
H 3.04780 0.15649 -1.53736 0.0 -0.1 0.0 0.13
C -1.07063 2.44295 -1.31674 -0.1 -0.2 -0.2 -0.39
C 2.75985 0.93278 0.44609 0.2 0.1 0.3 -0.37
C -0.68369 -3.24626 -0.84813 -0.4 0.2 0.0 -0.01
C 1.24823 1.33966 -1.55575 -0.2 -0.3 0.2 -0.11
H -1.33829 4.39616 0.61656 0.0 0.1 0.0 0.11
C -2.05792 -2.70387 -0.48676 0.1 -0.5 -0.1 -0.31
O -1.86066 -1.46955 0.20151 0.1 -0.1 0.0 -0.05
C 2.20708 -0.95381 1.89758 0.1 0.1 0.1 -0.10
H -1.41881 4.45676 -2.02204 -0.1 0.1 0.0 0.10
H 0.20115 -0.30411 1.36125 -0.1 0.0 0.0 0.10
H -5.63129 -1.08821 1.31376 0.1 0.0 0.1 0.10
H -3.21134 -1.91724 2.46803 0.0 0.0 -0.2 0.17
H -0.39131 0.64711 -0.37747 0.0 -0.1 0.0 0.13
H 4.63249 1.64024 -0.34728 0.1 0.0 -0.1 0.09
H 3.10047 -2.37322 -0.44044 -0.1 -0.1 0.0 0.11
H -0.00217 3.68423 -2.72598 0.1 0.0 -0.1 0.09
H 3.89811 0.33925 2.13804 0.0 0.0 0.0 0.15
H 0.06491 4.30596 -1.08270 0.1 0.1 0.0 0.08
H 3.33555 2.83304 -0.42709 0.0 0.2 -0.1 0.08
C 5.74929 -0.72858 0.77056 -0.9 0.2 0.3 -0.04
H 6.11256 0.05866 1.41771 0.0 0.0 0.0 0.15
O 2.20185 2.13443 2.41887 0.2 0.1 0.3 0.01
H 4.92325 -3.58020 -1.57338 0.0 -0.1 0.0 0.12
O -5.06237 -2.91177 -0.16230 -0.3 0.1 -0.4 0.00
C -3.55432 0.73210 -1.16716 0.1 0.1 -0.3 -0.25
O 6.74514 -1.37387 0.16398 0.3 -0.1 -0.1 0.10
H 1.07645 3.19266 0.40544 0.0 0.0 0.0 0.15
C -0.57082 3.80921 -1.80753 0.0 -0.2 0.1 -0.02
C 4.43267 -1.00784 0.60999 0.7 0.2 0.3 -0.16
H -0.20978 3.20566 2.45213 0.0 0.0 0.1 0.12
H -4.62923 -3.75227 1.60205 0.1 0.1 0.0 0.17
O -4.99485 -1.09772 2.04260 -0.3 0.2 0.1 0.02
C 0.54991 2.26575 0.65599 0.0 -0.3 0.3 -0.17
```
Forces are in eV/Å.

Orbital gap ... 9.042 eV
Charge ... 0
Structure (SMILES) ... C[C@@H]1O[C@@H](O[C@H]2C=C3CC[C@@H]4[C@H](CC[C@]5(C)[C@H](c6ccc(=O)oc6)CC[C@]45O)[C@@]3(C)CC2)[C@@H](O)[C@@H](O)[C@H]1O
Electronic energy ... -48172.4698 eV
HOMO level ... -8.7 eV